[1]
Molecular formula: C23H29BaN5O8SeSi
Method: DFT, ωB97M-V/def2-TZVPD

Last column: Löwdin charge in e.
Geometry (Å):
Ba (0.219, -1.323, -0.338)  1.703
C (3.090, -2.234, 2.891)  -0.018
N (3.545, -1.008, 2.274)  -0.074
C (3.836, -0.840, 0.968)  -0.802
Se (3.842, -2.062, -0.413)  0.561
N (4.186, 0.458, 0.809)  0.123
C (4.102, 1.143, 2.010)  -0.188
C (4.353, 2.460, 2.359)  -0.009
C (4.155, 2.802, 3.688)  -0.095
C (3.724, 1.863, 4.628)  -0.081
C (3.483, 0.543, 4.276)  0.009
C (3.683, 0.204, 2.947)  -0.169
H (3.090, -3.012, 2.133)  0.049
H (2.084, -2.095, 3.289)  0.103
H (3.763, -2.516, 3.700)  0.102
H (4.412, 0.828, -0.098)  0.156
H (4.686, 3.189, 1.631)  0.120
H (4.324, 3.823, 4.004)  0.110
H (3.575, 2.175, 5.652)  0.110
H (3.153, -0.183, 5.005)  0.116
O (1.107, 0.391, 1.358)  -0.198
C (1.046, 1.222, 0.421)  -0.705
O (0.952, 0.895, -0.797)  -0.294
C (1.045, 2.694, 0.737)  -0.086
C (1.147, 3.108, 2.058)  0.075
C (1.113, 4.461, 2.330)  -0.103
C (0.988, 5.423, 1.345)  0.092
C (0.893, 4.966, 0.044)  -0.102
C (0.913, 3.624, -0.284)  0.090
N (0.758, 5.966, -1.039)  -0.350
O (0.826, 7.137, -0.729)  0.088
O (0.593, 5.548, -2.165)  0.093
N (1.209, 4.911, 3.737)  -0.339
O (1.058, 6.094, 3.957)  0.091
O (1.433, 4.066, 4.578)  0.079
H (1.238, 2.382, 2.854)  0.133
H (0.962, 6.474, 1.580)  0.133
H (0.829, 3.299, -1.311)  0.135
C (-3.562, -1.114, 2.040)  -0.310
Si (-2.908, -1.340, 0.251)  0.320
C (-4.037, -2.750, -0.406)  -0.296
C (-3.664, 0.201, -0.622)  -0.306
H (-4.636, -0.895, 2.056)  0.014
H (-3.050, -0.290, 2.547)  0.000
H (-3.399, -2.014, 2.641)  0.002
H (-5.076, -2.628, -0.081)  0.018
H (-3.697, -3.737, -0.074)  0.004
H (-4.034, -2.757, -1.501)  -0.027
H (-4.757, 0.232, -0.535)  0.015
H (-3.415, 0.239, -1.688)  -0.004
H (-3.277, 1.124, -0.175)  0.002
O (-0.177, -2.137, -3.148)  -0.007
C (-0.816, -3.164, -3.167)  -0.518
O (-0.995, -3.885, -2.066)  0.063
C (-1.424, -3.761, -4.428)  -0.226
N (-2.424, -4.772, -4.052)  -0.031
C (-3.732, -4.117, -4.246)  -0.178
C (-3.550, -3.237, -5.478)  -0.159
C (-2.120, -2.701, -5.315)  -0.108
H (-0.584, -4.239, -4.937)  0.164
H (-1.631, -4.597, -2.321)  0.115
H (-2.353, -5.571, -4.668)  0.122
H (-3.944, -3.504, -3.369)  0.094
H (-4.521, -4.862, -4.330)  0.122
H (-4.291, -2.442, -5.546)  0.113
H (-3.627, -3.847, -6.381)  0.110
H (-2.104, -1.731, -4.818)  0.116
H (-1.611, -2.582, -6.269)  0.114

Atoms 1-2, force components in eV/Å:
Ba 0.118 -2.070 -0.595
C -0.010 0.022 -0.007

Values from the calculation:
HOMO = -6.02 eV
ΔE to the lowest compared entry with this formula, charge and spin = 0.615 eV

---

[2]
Molecular formula: C23H29F5NO2P2SYb
Method: DFT, ωB97M-V/def2-TZVPD

Last column: Löwdin charge in e.
Geometry (Å):
C (-0.462, 3.081, -2.580)  -0.051
C (-0.780, 1.886, -1.873)  -0.371
N (-0.059, 1.560, -0.731)  -0.036
C (0.838, 2.437, -0.253)  -0.387
C (1.094, 3.668, -0.863)  -0.077
C (0.437, 3.983, -2.054)  -0.087
C (-1.849, 1.069, -2.312)  -0.325
P (-2.480, -0.352, -1.450)  0.762
Yb (-0.593, -0.378, 0.663)  0.917
P (2.159, 0.271, 1.028)  0.874
C (1.559, 2.033, 1.028)  -0.305
C (0.437, -2.692, 0.217)  -0.276
C (-0.864, -3.152, 0.571)  -0.144
C (-1.287, -4.412, 0.091)  -0.079
C (-0.443, -5.185, -0.721)  -0.108
C (0.807, -4.683, -1.144)  -0.089
C (1.238, -3.417, -0.724)  -0.062
O (-1.449, 2.524, -6.253)  -0.035
O (1.083, -0.561, -4.596)  -0.028
H (-0.989, 3.261, -3.522)  0.100
H (1.830, 4.328, -0.408)  0.095
H (0.631, 4.930, -2.557)  0.104
C (-4.083, 0.267, -0.778)  -0.294
C (-3.030, -1.400, -2.846)  -0.277
H (2.437, 2.677, 1.181)  0.091
H (0.872, 2.183, 1.886)  0.043
H (-1.740, 2.510, -7.124)  -0.010
H (-2.348, 1.417, -3.225)  0.061
C (3.045, 0.288, 2.624)  -0.249
C (3.529, 0.438, -0.173)  -0.249
H (-1.552, -2.567, 1.213)  0.085
H (-2.278, -4.789, 0.373)  0.112
H (-0.748, -6.186, -1.026)  0.097
H (1.448, -5.295, -1.792)  0.107
H (2.176, -2.975, -1.082)  0.112
H (0.696, -1.461, 0.316)  -0.048
H (0.885, -1.268, -5.231)  0.047
H (1.976, -0.658, -4.431)  -0.020
H (-0.755, 1.848, -6.199)  0.045
H (1.030, -1.964, 0.906)  0.042
H (-4.836, 0.273, -1.577)  0.032
H (-4.420, -0.397, 0.033)  0.024
H (-3.945, 1.281, -0.379)  0.034
H (-4.095, -1.248, -3.058)  0.035
H (-2.431, -1.143, -3.730)  0.035
H (-2.867, -2.455, -2.587)  0.020
H (4.193, 1.266, 0.115)  0.054
H (4.107, -0.495, -0.206)  0.042
H (3.126, 0.628, -1.178)  0.049
H (3.852, 1.037, 2.606)  0.055
H (2.357, 0.521, 3.446)  0.030
H (3.467, -0.712, 2.800)  0.049
F (1.226, -0.158, 7.107)  0.108
C (0.576, 0.244, 6.000)  -0.141
C (0.374, 1.608, 5.757)  -0.130
F (0.856, 2.519, 6.630)  0.109
C (-0.300, 2.029, 4.617)  -0.227
F (-0.404, 3.349, 4.338)  0.072
C (-0.835, 1.104, 3.682)  -0.624
S (-1.698, 1.594, 2.282)  0.607
C (-0.532, -0.242, 3.950)  -0.200
F (-0.682, -1.151, 2.885)  -0.079
C (0.123, -0.699, 5.075)  -0.149
F (0.372, -2.017, 5.246)  0.106

Atoms 1-2, force components in eV/Å:
C 0.465 0.914 -0.150
C -1.162 -1.277 0.040

Values from the calculation:
Multiplicity = 2
HOMO (spin up / spin down) = -5.83 / -5.83 eV
ΔE to the lowest compared entry with this formula, charge and spin = 0.698 eV

---

[3]
Molecular formula: C23H29FN4O3
Method: DFT, ωB97M-V/def2-TZVPD

Last column: Löwdin charge in e.
Geometry (Å):
C (5.374, 1.477, 1.329)  -0.071
H (5.203, 0.426, 1.546)  0.067
H (6.411, 1.606, 1.026)  0.076
H (5.209, 2.044, 2.242)  0.083
C (4.428, 1.959, 0.231)  -0.439
C (4.637, 3.448, -0.033)  -0.072
H (5.686, 3.650, -0.236)  0.075
H (4.056, 3.780, -0.889)  0.071
H (4.337, 4.030, 0.835)  0.085
C (2.985, 1.650, 0.636)  -0.156
C (1.967, 1.962, -0.463)  -0.160
N (0.671, 1.383, -0.165)  0.087
C (-0.219, 2.014, 0.620)  -0.484
O (-0.069, 3.137, 1.050)  0.068
C (-1.507, 1.229, 0.941)  -0.047
N (-1.591, -0.081, 0.349)  -0.053
C (-1.037, -1.198, 0.863)  -0.455
O (-1.124, -2.274, 0.287)  0.027
C (-0.281, -1.062, 2.177)  -0.070
H (-1.020, -1.060, 2.983)  0.135
H (0.269, -0.121, 2.219)  0.119
C (0.691, -2.234, 2.385)  -0.078
C (1.951, -2.002, 1.567)  -0.469
O (3.010, -1.680, 2.057)  0.070
N (1.736, -2.127, 0.226)  0.161
C (2.573, -1.696, -0.797)  -0.299
N (1.924, -1.331, -1.899)  0.120
C (2.631, -0.900, -2.931)  -0.153
C (4.011, -0.798, -2.917)  -0.073
C (4.682, -1.173, -1.761)  -0.066
C (3.961, -1.636, -0.677)  -0.001
H (4.440, -1.937, 0.239)  0.107
H (5.759, -1.111, -1.707)  0.113
H (4.544, -0.436, -3.782)  0.100
H (2.052, -0.620, -3.801)  0.107
H (0.796, -2.368, -0.079)  0.116
H (0.977, -2.296, 3.435)  0.124
H (0.208, -3.163, 2.081)  0.123
C (-2.286, -0.158, -0.932)  -0.091
C (-3.771, -0.001, -0.741)  -0.213
C (-4.483, -0.999, -0.082)  -0.016
C (-5.840, -0.867, 0.140)  0.003
C (-6.477, 0.277, -0.306)  -0.277
C (-5.796, 1.285, -0.963)  -0.002
C (-4.436, 1.138, -1.174)  -0.038
H (-3.893, 1.917, -1.689)  0.116
H (-6.326, 2.163, -1.297)  0.119
F (-7.802, 0.414, -0.094)  0.059
H (-6.405, -1.634, 0.646)  0.119
H (-3.964, -1.885, 0.251)  0.118
H (-1.896, 0.621, -1.592)  0.133
H (-2.062, -1.140, -1.356)  0.132
H (-2.346, 1.828, 0.579)  0.134
H (-1.605, 1.183, 2.029)  0.137
H (0.524, 0.426, -0.448)  0.112
H (2.303, 1.560, -1.421)  0.115
H (1.825, 3.041, -0.548)  0.120
H (2.920, 0.590, 0.890)  0.088
H (2.724, 2.223, 1.528)  0.127
H (4.650, 1.404, -0.689)  0.115

Atoms 1-2, force components in eV/Å:
C -0.109 -0.016 -0.309
H 0.006 -0.150 0.086

Values from the calculation:
Structure (SMILES) = CC(C)CCNC(=O)CN(Cc1ccc(F)cc1)C(=O)CCC(=O)Nc1ccccn1
HOMO = -9.15 eV
ΔE to the lowest compared entry with this formula, charge and spin = 0.000 eV

---

[4]
Molecular formula: C23H29N2O5
Method: DFT, ωB97M-V/def2-TZVPD

Last column: Löwdin charge in e.
Geometry (Å):
C (0.883, 2.733, 4.758)  0.003
C (1.578, 2.808, 3.431)  -0.414
O (2.747, 3.097, 3.315)  0.085
C (0.767, 2.483, 2.220)  -0.147
C (1.175, 3.008, 0.997)  0.014
C (0.496, 2.713, -0.171)  0.009
C (-0.585, 1.848, -0.116)  -0.238
C (-1.001, 1.309, 1.097)  0.011
C (-0.339, 1.640, 2.261)  -0.016
H (-0.676, 1.226, 3.197)  0.116
H (-1.849, 0.641, 1.111)  0.123
O (-1.275, 1.399, -1.238)  -0.107
C (-1.460, 2.255, -2.355)  -0.109
C (-2.412, 1.525, -3.332)  -0.314
O (-3.570, 1.068, -2.686)  -0.001
H (-4.074, 1.808, -2.328)  0.123
H (-2.663, 2.227, -4.143)  0.164
C (-1.741, 0.298, -3.975)  -0.044
N (-1.186, -0.609, -2.947)  -0.101
C (0.051, -1.311, -3.336)  -0.080
C (0.655, -1.936, -2.084)  -0.158
N (-0.282, -2.870, -1.494)  -0.145
C (-1.532, -2.215, -1.159)  -0.147
C (-2.146, -1.600, -2.412)  -0.074
H (-3.079, -1.089, -2.176)  0.132
H (-2.323, -2.367, -3.168)  0.148
H (-2.215, -2.966, -0.759)  0.141
H (-1.400, -1.426, -0.397)  0.119
C (0.297, -3.620, -0.379)  -0.131
C (0.758, -2.746, 0.764)  -0.219
C (-0.107, -2.421, 1.797)  -0.048
C (0.261, -1.558, 2.828)  0.005
C (1.524, -1.021, 2.779)  -0.206
C (2.410, -1.353, 1.749)  -0.188
C (2.051, -2.208, 0.738)  0.044
H (2.759, -2.473, -0.031)  0.128
O (3.588, -0.699, 1.937)  0.056
C (3.465, -0.014, 3.168)  -0.125
O (2.131, -0.144, 3.630)  0.028
H (4.152, -0.457, 3.906)  0.150
H (3.707, 1.048, 3.031)  0.126
H (-0.413, -1.336, 3.638)  0.123
H (-1.090, -2.866, 1.825)  0.115
H (-0.462, -4.326, -0.038)  0.129
H (1.138, -4.189, -0.780)  0.130
H (1.559, -2.483, -2.358)  0.140
H (0.942, -1.128, -1.385)  0.131
H (0.757, -0.605, -3.776)  0.141
H (-0.193, -2.082, -4.070)  0.148
H (-0.971, 0.005, -2.124)  0.137
H (-2.482, -0.237, -4.572)  0.152
H (-0.936, 0.634, -4.630)  0.142
H (-0.513, 2.477, -2.862)  0.137
H (-1.909, 3.201, -2.029)  0.150
H (0.819, 3.148, -1.104)  0.115
H (2.037, 3.657, 0.974)  0.128
H (0.828, 1.687, 5.057)  0.086
H (-0.122, 3.142, 4.704)  0.091
H (1.468, 3.268, 5.502)  0.095

Atoms 1-2, force components in eV/Å:
C 0.223 0.112 0.162
C -0.180 -0.073 0.115

Values from the calculation:
Total charge = +1
Structure (SMILES) = CC(=O)c1ccc(OC[C@H](O)C[NH+]2CCN(Cc3ccc4c(c3)OCO4)CC2)cc1
HOMO = -10.49 eV
ΔE to the lowest compared entry with this formula, charge and spin = 0.000 eV

---

Number 1: calculated total energy -122067.9474 eV. Number 2: calculated total energy -104430.5484 eV. Number 3: calculated total energy -39144.7045 eV. Number 4: calculated total energy -37532.7412 eV.